1.
The following is a DFT calculation (ωB97M-V with the def2-TZVPD basis set) of a single C4H7N molecule.

Output
Charge: 0
Energy above the lowest of the compared OMol25 structures with the same formula, charge and spin, eV: 3.700
HOMO-LUMO gap, eV: 9.70
Structure (SMILES): CC1=N[C@H]1C

Geometry as XYZ:
```
12
Properties=species:S:1:pos:R:3:mulliken_charge:R:1
H -2.252 0.627 -0.825 0.35
H 1.281 1.139 0.628 0.22
H 1.452 -1.793 0.459 0.26
C 1.642 0.274 0.015 -1.32
H -1.426 1.378 0.331 0.25
C -1.892 0.410 0.139 -0.91
H 2.603 -0.015 0.320 0.37
C 0.666 -0.928 0.136 0.33
N -0.152 -1.130 -1.029 -0.61
H -2.722 0.043 0.936 0.26
C -0.825 -0.511 -0.155 0.37
H 1.626 0.507 -0.954 0.44
```

2.
The following is a DFT calculation (ωB97M-V with the def2-TZVPD basis set) of a single C4H4N2 molecule.

Output
Charge: 0
Energy above the lowest of the compared OMol25 structures with the same formula, charge and spin, eV: 1.500
HOMO-LUMO gap, eV: 10.35
Structure (SMILES): c1cncnc1

Geometry as XYZ:
```
10
Properties=species:S:1:pos:R:3:mulliken_charge:R:1
N -0.163 -0.985 1.083 -0.51
C -1.007 0.040 1.064 0.01
C 0.675 -0.993 0.061 -0.02
H 1.908 0.056 -0.733 0.28
C -0.260 0.956 -0.883 -0.06
H 1.347 -1.841 -0.075 0.39
C 0.826 0.051 -0.834 -0.34
N -1.201 0.902 0.062 -0.51
H -1.638 0.150 1.939 0.38
H -0.487 1.665 -1.685 0.39
```

3.
The following is a DFT calculation (ωB97M-V with the def2-TZVPD basis set) of a single C15H20O3Si molecule.

Output
Charge: 0
Energy above the lowest of the compared OMol25 structures with the same formula, charge and spin, eV: 0.000
HOMO-LUMO gap, eV: 8.53
Structure (SMILES): CC(C)(C)[Si](C)(C)Oc1ccc2oc(=O)ccc2c1

Geometry as XYZ:
```
39
Properties=species:S:1:pos:R:3:mulliken_charge:R:1
C 0.868 1.378 0.150 -1.87
C 1.508 2.352 -2.092 -1.85
H 2.369 1.677 -2.280 0.35
Si 0.131 -0.056 -2.116 0.66
H -3.021 0.209 0.224 0.50
C 0.744 -2.219 2.991 -0.86
H -1.148 2.756 -2.338 0.39
C 0.417 1.655 -1.309 2.02
H 1.312 -2.856 4.921 0.44
O -1.377 -0.846 4.309 -0.41
H -3.112 0.189 2.662 0.52
O -1.194 -0.808 -1.343 -0.74
H 1.902 3.226 -1.581 0.44
H 1.037 2.329 0.660 0.54
C 0.651 -2.244 4.343 -0.31
H 2.123 -1.123 -1.138 0.41
H 0.284 0.723 -4.478 0.35
C -0.894 2.449 -1.332 -1.71
C -0.414 -1.510 5.060 0.22
H -1.697 1.842 -0.912 0.25
H -0.834 3.344 -0.756 0.46
H 1.791 0.837 0.186 0.34
C -1.316 -0.886 2.903 0.51
C -0.242 -1.562 0.807 -0.45
H 0.492 -2.111 0.253 0.48
C -0.380 0.052 -3.886 -1.23
H 1.166 2.669 -3.079 0.38
H -1.439 0.319 -4.029 0.29
C 1.627 -1.237 -2.080 -1.35
H 1.348 -2.272 -2.176 0.38
C -2.328 -0.277 2.137 -0.98
O -0.419 -1.469 6.276 -0.59
C -0.254 -1.538 2.208 1.29
H 2.304 -0.978 -2.875 0.40
H 0.163 0.844 0.783 0.43
H 1.513 -2.776 2.479 0.40
C -2.254 -0.293 0.780 -0.12
H -0.217 -0.901 -4.374 0.36
C -1.208 -0.887 0.045 -0.32
```

4.
The following is a DFT calculation (ωB97M-V with the def2-TZVPD basis set) of 2 unconnected molecules or ions with the total composition C5H9NO2.

Output
Charge: 0
Energy above the lowest of the compared OMol25 structures with the same formula, charge and spin, eV: 5.216
HOMO-LUMO gap, eV: 8.59
Structure (SMILES): CC=C=O.CCN=O

Geometry as XYZ:
```
17
Properties=species:S:1:pos:R:3:mulliken_charge:R:1
H -2.972 0.936 0.563 0.36
N -0.827 0.680 0.176 -0.01
H -3.574 1.300 -1.546 0.28
O -0.646 1.305 1.177 -0.32
C -2.243 0.371 -0.026 -0.21
H 3.966 -0.023 1.169 0.35
H -2.346 -0.698 0.218 0.23
H 3.934 -0.388 -0.512 0.27
H 3.712 -1.609 0.880 0.33
H 1.774 0.753 0.781 0.22
H -2.980 -0.351 -1.988 0.24
C 3.553 -0.648 0.496 -1.02
O 0.120 -1.912 0.770 -0.45
C 2.049 -0.393 0.773 -0.37
H -1.819 1.171 -1.988 0.29
C 0.996 -1.146 0.565 0.73
C -2.697 0.652 -1.507 -0.91
```

5.
The following is a DFT calculation (ωB97M-V with the def2-TZVPD basis set) of a single C3H10N2O2 molecule.

Output
Charge: 0
Energy above the lowest of the compared OMol25 structures with the same formula, charge and spin, eV: 3.754
HOMO-LUMO gap, eV: 9.30
Structure (SMILES): NCCC(N)(O)O

Geometry as XYZ:
```
17
Properties=species:S:1:pos:R:3:mulliken_charge:R:1
H 2.925 0.297 0.131 0.26
O 1.208 -1.234 1.198 -0.56
H -0.329 1.332 -0.904 0.33
C 1.026 0.054 0.675 0.64
N -2.233 -0.053 -1.414 -0.61
C -0.589 0.692 -0.065 -0.50
H 1.890 1.178 -0.745 0.25
H 0.734 0.620 2.480 0.32
H -1.924 -0.223 -2.372 0.18
H 1.635 -1.742 0.494 0.36
H -0.564 -1.423 -0.731 0.24
N 2.014 0.260 -0.332 -0.77
O 1.282 0.925 1.742 -0.55
H -3.209 -0.318 -1.286 0.17
H -1.720 -0.987 0.606 0.27
C -1.113 -0.636 -0.224 -0.26
H -1.034 1.259 0.750 0.25
```

6.
The following is a DFT calculation (ωB97M-V with the def2-TZVPD basis set) of 2 unconnected molecules or ions with the total composition C17H25BClN2O9PS.

Output
Charge: 0
HOMO-LUMO gap, eV: 1.86

Geometry as XYZ:
```
57
Properties=species:S:1:pos:R:3:mulliken_charge:R:1
P 3.097 -3.594 0.747 0.08
O -0.136 2.535 3.419 -0.54
C -6.492 2.963 4.578 -1.19
H 3.691 -3.124 -1.928 0.26
O 2.024 -0.788 3.841 -0.59
H -3.053 2.217 2.657 0.27
H -6.702 4.026 4.736 0.27
H -1.901 2.614 1.272 0.12
H -7.457 2.441 4.535 0.36
H 0.977 -0.249 -2.591 0.09
H 0.711 -3.680 2.852 0.31
C -1.759 0.493 2.021 0.44
C -2.614 1.790 1.668 -0.63
C -0.773 -0.426 -5.342 0.27
H 2.080 -3.253 -2.810 0.41
O -0.156 2.826 -0.901 -0.26
H -3.484 1.607 0.951 0.35
Cl 0.149 3.147 -2.556 -0.01
C 1.344 -1.442 1.401 -0.36
H 1.549 0.271 -4.608 0.32
O -1.739 1.196 -1.320 -0.39
C 0.403 -0.225 1.078 -0.93
C 3.339 -1.485 -3.403 -0.91
H 1.872 -0.237 -6.346 0.32
O -1.958 -0.825 -5.255 -0.48
H 2.161 3.021 2.487 0.35
H 4.469 -1.705 -3.543 0.38
H 2.279 -2.826 -4.966 0.36
N 2.069 -2.176 0.338 0.38
H 3.538 -1.668 -5.633 0.36
O -2.387 -0.603 2.192 -0.62
H 2.919 -4.491 -0.381 0.15
C 0.321 1.725 2.579 0.49
H -5.677 1.620 3.154 0.18
O 0.309 -1.351 -5.416 -0.33
O -4.547 3.373 3.376 -0.76
C 2.676 -1.755 -4.863 -0.67
H 2.621 -4.299 1.897 0.16
H -6.398 3.012 2.460 0.19
H -5.955 2.584 5.454 0.30
C 2.781 -2.518 -2.261 -0.67
N -0.282 0.429 2.202 0.56
B 1.463 -1.836 2.998 0.88
C 1.593 -0.640 -5.297 -0.37
H 1.655 2.323 0.771 0.16
C 0.299 0.210 -0.415 1.43
H 2.449 1.244 2.147 0.24
O 1.099 -3.105 3.553 -0.54
C -0.577 1.452 -0.889 0.08
C 1.741 2.126 1.890 -0.75
C -5.706 2.721 3.273 0.01
H -0.603 0.713 -5.389 0.29
H 1.338 -0.456 4.464 0.31
C 1.074 -0.583 -1.509 -0.47
S 5.000 -3.164 0.789 -0.31
C 1.989 -1.789 -1.084 0.16
H 3.279 -0.389 -3.075 0.50
```

7.
The following is a DFT calculation (ωB97M-V with the def2-TZVPD basis set) of a molecular structure, C4H9NO2P.

Output
Charge: -1
Energy above the lowest of the compared OMol25 structures with the same formula, charge and spin, eV: 3.551
HOMO-LUMO gap (alpha / beta), eV: 7.30 / 7.30

Geometry as XYZ:
```
17
Properties=species:S:1:pos:R:3:mulliken_charge:R:1
C 1.254 -0.777 -1.744 -1.45
H 2.345 -0.815 -1.963 0.36
H 0.846 1.353 -1.611 0.24
O -2.832 0.033 3.130 -0.52
P -1.671 -0.810 -0.406 -0.22
O -0.783 0.814 2.423 -0.51
H 2.120 1.254 0.431 0.28
C 0.651 0.435 -1.009 0.48
N -0.761 0.415 -0.863 -0.41
H 1.103 -1.762 -1.184 0.34
H 1.735 -0.456 0.596 0.31
H -2.895 -0.095 -0.477 0.00
C -1.867 0.334 2.516 0.78
H 0.511 0.796 1.131 0.35
H -1.862 -0.439 1.344 -0.31
C 1.314 0.516 0.441 -1.07
H 0.792 -0.795 -2.754 0.35
```

8.
The following is a DFT calculation (ωB97M-V with the def2-TZVPD basis set) of a single C3H6N4 molecule.

Output
Charge: 0
Energy above the lowest of the compared OMol25 structures with the same formula, charge and spin, eV: 6.199
HOMO-LUMO gap (alpha / beta), eV: 8.26 / 8.26

Geometry as XYZ:
```
13
Properties=species:S:1:pos:R:3:mulliken_charge:R:1
C -1.027 0.623 -0.170 0.14
C -0.562 -0.927 0.276 0.17
H -2.085 2.142 0.269 0.26
H 2.870 1.235 -1.133 0.24
C -0.848 -2.201 0.469 -0.75
H -1.376 0.544 -1.213 0.39
H -1.805 -2.603 0.175 0.24
N -1.351 1.546 0.645 -0.67
N 2.267 1.024 -0.356 -0.25
N 1.526 -0.080 -0.524 -0.48
H 1.983 1.692 0.355 0.26
N 0.536 -0.138 0.265 0.19
H -0.127 -2.858 0.943 0.26
```

Summary of DFT total energy in Ha
-211.2247 -264.2713 -1098.8536 -400.9851 -380.1987 -2673.6228 -704.3754 -336.7214
(order as listed above)